Run P
Molecular formula: C3H9PS
Method: DFT, ωB97M-V/def2-TZVPD

Geometry as ORCA input:
```
! RIJCOSX wB97M-V def2-TZVPD def2/J DEFGRID3
* xyz 0 1
C -0.32 -1.34 0.39
C 2.13 1.20 -0.29
C -0.58 0.00 -0.27
P -2.38 0.52 -0.10
S 0.43 1.35 0.45
H -0.35 -1.24 1.51
H 0.70 -1.74 -0.03
H -1.08 -1.89 -0.09
H 2.79 1.19 0.48
H 2.20 2.08 -0.90
H 2.26 0.35 -0.92
H -0.25 0.05 -1.28
H -2.47 0.33 1.30
H -3.07 -0.85 -0.24
*
```

Results
**SMILES string**: CS[C@@H](C)P
**Highest occupied orbital energy**: -8.601 eV
**Orbital gap**: 0.35276 hartree

Run Q
Molecular formula: C3H9PS
Method: DFT, ωB97M-V/def2-TZVPD

Geometry as ORCA input:
```
! RIJCOSX wB97M-V def2-TZVPD def2/J DEFGRID3
* xyz 0 1
C -0.28 -1.68 -0.34
C -0.55 0.64 1.42
C 0.36 1.11 -1.27
P 0.63 -0.01 0.16
S 2.43 -0.38 0.76
H 0.32 -2.44 0.21
H -1.40 -1.60 -0.24
H -0.02 -1.66 -1.43
H 0.02 1.01 2.26
H -1.02 1.49 0.97
H -1.10 -0.12 1.84
H 0.56 0.43 -2.13
H -0.82 1.14 -1.18
H 0.86 2.07 -1.03
*
```

Results
**SMILES string**: CP(C)(C)=S
**Highest occupied orbital energy**: -8.504 eV
**Orbital gap**: 0.33878 hartree

Most stable structure: run Q

Run P
Molecular formula: C8H13NO
Method: DFT, ωB97M-V/def2-TZVPD

Geometry as ORCA input:
```
! RIJCOSX wB97M-V def2-TZVPD def2/J DEFGRID3
* xyz 0 1
C -0.27 -1.33 -0.20
C -1.38 -0.87 0.75
C 0.73 -2.24 0.50
N 1.07 0.81 -0.42
C 0.82 1.06 0.94
C 0.53 -0.23 -1.13
C -0.05 2.26 1.14
C 0.64 -0.37 -2.44
C -0.87 2.74 0.22
O 1.37 0.49 1.86
H 1.25 1.64 -0.98
H -0.77 -1.91 -0.98
H 0.00 2.69 2.14
H -1.98 -1.73 1.03
H 1.49 -2.60 -0.20
H -2.02 -0.13 0.26
H -0.97 -0.45 1.67
H 0.22 -3.10 0.93
H 1.23 -1.71 1.31
H 0.06 -1.09 -2.99
H 1.37 0.18 -3.01
H -0.98 2.30 -0.76
H -1.48 3.60 0.41
*
```

Results
**SMILES string**: C=CC(=O)NC(=C)C(C)C
**Highest occupied orbital energy**: -8.383 eV
**Orbital gap**: 0.31151 hartree

Run Q
Molecular formula: C8H13NO
Method: DFT, ωB97M-V/def2-TZVPD

Geometry as ORCA input:
```
! RIJCOSX wB97M-V def2-TZVPD def2/J DEFGRID3
* xyz 0 1
C -0.41 -0.56 2.40
C 0.05 0.73 1.72
C 1.27 0.66 1.04
C 1.40 -0.21 -0.11
C 0.17 -0.13 -0.98
C 0.10 -0.75 -2.34
C -1.00 0.40 -0.54
C -1.26 1.24 0.75
H -0.30 -0.63 3.47
H -1.44 -1.03 2.03
H 0.26 -1.09 2.44
H 0.05 1.34 2.45
H 1.86 0.35 1.73
H 1.64 1.80 0.71
H 2.18 0.04 -0.58
H 1.26 -1.34 0.48
H 1.23 -1.08 -2.53
H -0.96 -1.30 -5.03
H -1.94 0.56 -1.55
H -0.91 2.30 0.99
H -2.04 0.80 0.99
N -0.79 -0.73 -3.18
O -0.42 -1.37 -4.37
*
```

Results
**Highest occupied orbital energy**: -8.718 eV
**Orbital gap**: 0.34496 hartree

Most stable structure: run P

Run P
Molecular formula: H4O2Si
Method: DFT, ωB97M-V/def2-TZVPD

Geometry as ORCA input:
```
! RIJCOSX wB97M-V def2-TZVPD def2/J DEFGRID3
* xyz 0 1
O -2.63 -0.11 0.56
O -1.78 -0.29 -0.48
Si 0.85 -0.29 0.18
H -2.82 0.87 0.34
H 0.90 0.87 -0.78
H 1.92 -1.35 -0.19
H 0.40 -0.35 1.68
*
```

Results
**Highest occupied orbital energy (spin up / spin down)**: -9.600 / -7.538 eV
**Orbital gap (spin up / spin down)**: 0.32388 / 0.24196 hartree

Run Q
Molecular formula: H4O2Si
Method: DFT, ωB97M-V/def2-TZVPD

Geometry as ORCA input:
```
! RIJCOSX wB97M-V def2-TZVPD def2/J DEFGRID3
* xyz 0 1
O 1.53 -0.67 1.06
O 0.23 -0.12 0.92
Si -0.56 0.56 -0.51
H 1.33 -1.62 0.82
H -1.57 1.26 0.33
H -1.34 -0.61 -1.06
H 0.39 1.19 -1.56
*
```

Results
**SMILES string**: OO[SiH3]
**Highest occupied orbital energy**: -10.258 eV
**Orbital gap**: 0.40381 hartree

Most stable structure: run Q

Run P
Molecular formula: C36H10Cl5F15GeN3O2RhS
Method: DFT, ωB97M-V/def2-TZVPD

Geometry as ORCA input:
```
! RIJCOSX wB97M-V def2-TZVPD def2/J DEFGRID3
* xyz 0 1
Rh 1.46 -1.07 -0.09
O 4.53 -1.18 2.46
C 3.47 -1.28 1.87
N 3.03 -0.50 0.88
C 3.89 0.48 0.26
C 3.28 0.94 -1.04
C 3.86 1.93 -1.82
C 3.24 2.34 -2.98
C 2.04 1.76 -3.34
C 1.51 0.78 -2.53
N 2.12 0.37 -1.41
C 2.45 -2.36 2.22
C 2.73 -3.34 3.14
C 1.74 -4.27 3.43
C 0.50 -4.16 2.82
C 0.30 -3.15 1.90
N 1.27 -2.29 1.58
H 4.05 1.34 0.92
H 4.88 0.04 0.07
H 4.80 2.36 -1.49
H 3.69 3.12 -3.59
H 1.51 2.05 -4.24
H 0.59 0.27 -2.77
H 3.70 -3.35 3.61
H 1.93 -5.07 4.13
H -0.30 -4.85 3.04
H -0.64 -3.01 1.39
Cl 0.69 -7.93 -0.80
C 1.29 -6.33 -0.84
C 0.42 -5.27 -1.11
Cl -1.25 -5.55 -1.37
C 0.92 -3.97 -1.13
Cl -0.17 -2.63 -1.39
C 2.27 -3.67 -0.89
O 2.74 -2.45 -0.89
C 3.12 -4.76 -0.61
Cl 4.76 -4.42 -0.26
C 2.64 -6.06 -0.59
Cl 3.70 -7.36 -0.23
F -4.26 -0.02 -0.46
C -4.21 0.30 0.84
C -3.19 1.09 1.32
C -3.17 1.31 2.69
F -2.14 1.98 3.23
C -4.15 0.84 3.54
F -4.10 1.08 4.85
C -5.19 0.08 3.02
F -6.14 -0.39 3.81
C -5.22 -0.20 1.66
F -6.20 -0.95 1.15
Ge -1.65 1.62 0.21
S -0.07 0.34 1.02
C -2.30 1.74 -1.66
C -2.15 0.75 -2.61
F -1.54 -0.40 -2.27
C -2.63 0.85 -3.91
F -2.44 -0.14 -4.78
C -3.32 1.99 -4.28
F -3.78 2.12 -5.52
C -3.52 3.00 -3.35
F -4.21 4.09 -3.69
C -3.03 2.85 -2.07
F -3.31 3.83 -1.20
C -1.06 3.46 0.61
C 0.19 3.85 0.16
F 0.91 2.99 -0.60
C 0.74 5.09 0.43
F 1.95 5.41 -0.03
C 0.01 6.00 1.17
F 0.51 7.19 1.44
C -1.26 5.66 1.62
F -1.98 6.54 2.31
C -1.78 4.40 1.32
F -3.03 4.15 1.71
*
```

Results
**Highest occupied orbital energy**: -8.442 eV
**Orbital gap**: 0.28861 hartree

Run Q
Molecular formula: C36H10Cl5F15GeN3O2RhS
Method: DFT, ωB97M-V/def2-TZVPD

Geometry as ORCA input:
```
! RIJCOSX wB97M-V def2-TZVPD def2/J DEFGRID3
* xyz 0 1
Rh 0.29 -0.16 -1.97
O -1.30 -3.79 -2.73
C -1.04 -2.62 -2.46
N 0.12 -1.99 -2.63
C 1.33 -2.66 -3.03
C 2.47 -1.67 -3.04
C 3.75 -2.03 -3.42
C 4.76 -1.09 -3.39
C 4.48 0.20 -2.97
C 3.19 0.51 -2.59
N 2.21 -0.40 -2.64
C -2.09 -1.68 -1.90
C -3.41 -2.08 -1.75
C -4.32 -1.17 -1.25
C -3.90 0.11 -0.93
C -2.57 0.45 -1.11
N -1.69 -0.44 -1.57
H 1.23 -3.09 -4.04
H 1.57 -3.49 -2.36
H 3.94 -3.05 -3.73
H 5.77 -1.36 -3.68
H 5.24 0.97 -2.92
H 2.91 1.48 -2.23
H -3.67 -3.09 -2.03
H -5.36 -1.45 -1.11
H -4.59 0.86 -0.54
H -2.17 1.43 -0.89
Cl 1.34 6.09 -5.26
C 1.07 4.83 -4.13
C 0.55 3.61 -4.54
Cl 0.15 3.35 -6.19
C 0.33 2.60 -3.61
Cl -0.34 1.07 -4.14
C 0.62 2.74 -2.24
O 0.41 1.82 -1.36
C 1.17 3.99 -1.86
Cl 1.59 4.18 -0.20
C 1.38 5.00 -2.77
Cl 2.05 6.50 -2.25
F 2.29 0.46 3.76
C 1.58 1.50 3.29
C 0.52 1.29 2.43
C -0.12 2.43 1.97
F -1.13 2.31 1.09
C 0.23 3.70 2.36
F -0.43 4.76 1.89
C 1.28 3.87 3.24
F 1.64 5.09 3.63
C 1.97 2.76 3.71
F 2.99 2.92 4.54
Ge 0.04 -0.50 1.78
S 1.22 -0.88 -0.02
C 0.54 -1.82 3.15
C 1.26 -2.98 2.96
F 1.74 -3.32 1.76
C 1.54 -3.86 4.00
F 2.25 -4.97 3.77
C 1.08 -3.59 5.27
F 1.34 -4.43 6.27
C 0.34 -2.44 5.50
F -0.11 -2.17 6.72
C 0.09 -1.59 4.44
F -0.64 -0.49 4.69
C -1.92 -0.74 1.72
C -2.40 -1.88 1.10
F -1.55 -2.71 0.48
C -3.74 -2.23 1.10
F -4.17 -3.31 0.47
C -4.64 -1.40 1.75
F -5.94 -1.69 1.75
C -4.20 -0.26 2.40
F -5.07 0.52 3.03
C -2.85 0.04 2.39
F -2.47 1.13 3.07
*
```

Results
**Highest occupied orbital energy**: -8.389 eV
**Orbital gap**: 0.27756 hartree

Most stable structure: run Q